# 1
A structure of composition C5H9O3Rb at a distorted geometry. Source: the OMol25 dataset; level of theory: ωB97M-V/def2-TZVPD.

Each line ends with the Mulliken charge.
Element x y z (Å)
O  -4.505  -0.529  1.258  -0.660
C  -3.516  -0.833  0.590  0.632
O  -3.425  -1.507  -0.464  -0.746
Rb  -0.731  -1.747  -1.425  0.925
O  -2.257  -0.418  1.037  -0.285
C  -2.174  0.332  2.239  -0.604
H  -2.584  -0.237  3.084  0.253
H  -1.109  0.527  2.408  0.189
H  -2.714  1.283  2.145  0.264
C  2.834  -0.586  -1.513  -0.727
H  3.255  -1.121  -2.367  0.276
H  2.702  -1.309  -0.703  0.250
C  2.726  1.037  -0.589  -0.639
H  2.692  0.720  0.456  0.326
C  2.045  0.553  -1.812  -0.175
H  1.241  0.995  -0.775  0.212
H  2.047  1.022  -2.795  0.251
H  3.473  1.818  -0.771  0.258

Values from the calculation:
strongest force on any atom = 8.38 eV/Å
total energy = -445.50504 hartree
HOMO energy = -7.9 eV
LUMO = -0.80 eV
net charge = 0
frontier orbital gap = 0.260 Ha
energy relative to the best compared isomer or geometry (same formula, charge and spin) = 88.6 kcal/mol

=====

# 2
A cluster of 2 separate species, C5H9O4 in total at a distorted geometry. Source: the OMol25 dataset; level of theory: ωB97M-V/def2-TZVPD.

Each line ends with the Mulliken charge.
Element x y z (Å)
H  -2.823  -1.170  -1.573  0.333
O  -2.043  -1.639  -1.231  -0.353
O  -1.768  1.134  -1.822  -0.321
C  -0.565  0.520  -1.573  -0.421
C  -0.668  1.945  -1.922  -0.328
C  -1.613  3.035  -1.524  1.357
C  -2.982  3.051  -2.258  -1.696
C  -0.834  4.448  -1.678  -0.162
O  0.258  4.609  -1.136  -0.502
O  -1.900  2.901  -0.164  -0.607
H  -0.122  0.168  -0.606  0.297
H  -0.268  -0.111  -2.441  0.277
H  0.206  2.313  -2.613  0.156
H  -2.832  3.002  -3.336  0.336
H  -3.497  2.161  -1.893  0.407
H  -3.486  3.949  -1.964  0.477
H  -1.510  5.126  -2.174  0.354
H  -1.095  2.975  0.368  0.395

Values from the calculation:
strongest force on any atom = 7.84 eV/Å
total energy = -496.56740 hartree
HOMO energy (alpha / beta) = -8.9 / -8.9 eV
2S+1 = 2
LUMO (alpha / beta) = 0.63 / -2.02 eV
net charge = 0
⟨S²⟩ = 0.753
frontier orbital gap (alpha / beta) = 0.349 / 0.251 Ha
energy relative to the best compared isomer or geometry (same formula, charge and spin) = 153.5 kcal/mol

=====

# 3
A cluster of 2 separate species, C5H9O9PS in total at a distorted geometry. Source: the OMol25 dataset; level of theory: ωB97M-V/def2-TZVPD.

Each line ends with the Mulliken charge.
Element x y z (Å)
O  -0.055  -2.384  2.565  -0.800
P  -0.181  -1.120  1.700  0.854
O  1.141  -0.186  2.043  -0.338
O  -1.610  -0.385  2.138  -0.388
C  -0.170  -1.677  -0.127  0.059
C  1.126  -1.193  -0.885  -0.709
C  0.899  -0.687  -2.362  -0.716
C  0.031  0.650  -2.270  -0.640
S  -1.537  0.143  -1.400  1.142
O  -1.985  1.157  -0.424  -0.521
O  -2.570  0.077  -2.496  -0.726
O  -1.417  -1.411  -0.816  -0.346
H  1.096  0.716  1.596  0.305
H  -2.222  -1.130  2.260  0.295
H  -0.101  -2.795  -0.058  0.390
H  1.703  -0.401  -0.349  0.336
H  1.824  -2.074  -0.957  0.318
H  1.914  -0.453  -2.783  0.366
H  0.413  -1.431  -3.035  0.300
H  0.557  1.434  -1.667  0.418
H  -0.228  1.005  -3.292  0.354
C  0.366  3.025  2.633  0.618
O  1.236  2.581  1.805  -0.872
O  0.247  4.280  2.933  -0.889
O  -0.478  2.260  3.249  -0.811

Values from the calculation:
strongest force on any atom = 6.50 eV/Å
total energy = -1612.61262 hartree
HOMO energy = 2.0 eV
LUMO = 4.35 eV
net charge = -2
frontier orbital gap = 0.087 Ha

=====

# 4
A cluster of 2 separate species, C5H9OP in total at a distorted geometry. Source: the OMol25 dataset; level of theory: ωB97M-V/def2-TZVPD.

Each line ends with the Mulliken charge.
Element x y z (Å)
C  -0.194  0.184  -0.627  -0.426
C  0.886  0.719  0.238  0.205
C  0.484  -0.661  0.392  0.254
C  2.262  1.208  -0.290  -1.172
C  0.870  -1.778  0.986  -0.803
O  -4.901  -0.143  -1.363  -0.389
P  -4.211  0.309  -0.154  0.365
H  -1.190  0.527  -0.410  -0.006
H  0.082  -0.027  -1.702  0.227
H  0.504  1.530  0.987  0.240
H  3.059  0.712  0.184  0.320
H  2.394  2.299  -0.306  0.321
H  2.334  0.852  -1.320  0.288
H  0.562  -2.717  0.679  0.279
H  -4.305  -1.009  0.777  0.025
H  1.366  -2.006  1.928  0.272

Values from the calculation:
strongest force on any atom = 4.77 eV/Å
total energy = -612.36227 hartree
HOMO energy = -9.4 eV
structure (SMILES) = C=C1C[C@@H]1C.O=P
LUMO = -1.12 eV
net charge = 0
frontier orbital gap = 0.306 Ha
energy relative to the best compared isomer or geometry (same formula, charge and spin) = 84.5 kcal/mol